[1]
85
Properties=species:S:1:pos:R:3:mulliken_charge:R:1 method="wB97M-V/def2-TZVPD" spin_multiplicity=1 e_lumo_ev=0.509 e_above_lowest_kj_mol=1355.05 smiles=COC[C@H](C)N.COC[C@H](C)N.COC[C@H](C)N.COC[C@H](C)N.COC[C@H](C)N homo_energy_ev=-7.53 total_energy_ha=-1444.3791
C -0.362 -5.008 -0.787 -1.6969
C 0.385 -3.733 -0.424 0.9918
C 1.158 -4.012 0.930 -0.8930
O 1.807 -2.827 1.255 -0.0146
C 1.934 -2.650 2.681 -0.9609
N 1.263 -3.344 -1.520 -0.6372
H -0.781 -4.941 -1.791 0.4388
H -1.215 -4.918 -0.115 0.3976
H 0.180 -5.938 -0.616 0.3363
H -0.272 -2.895 -0.195 -0.4274
H 1.966 -4.736 0.828 0.2977
H 0.508 -4.134 1.796 0.6039
H 1.208 -2.025 3.202 0.2106
H 2.886 -2.148 2.854 0.2255
H 1.967 -3.583 3.243 0.5412
H 1.726 -2.447 -1.465 0.5460
H 1.963 -4.069 -1.466 0.2631
C 1.255 0.010 -0.334 -1.3689
C 0.212 -0.375 0.618 1.3530
C 0.172 0.478 1.918 0.0295
O -0.913 -0.102 2.675 -0.3012
C -0.782 0.061 4.098 -1.0621
N -0.974 -0.270 -0.185 -0.4234
H 1.274 -0.605 -1.234 -0.2918
H 2.229 0.047 0.154 0.3355
H 0.959 1.019 -0.623 0.2317
H 0.317 -1.432 0.862 0.1668
H 0.018 1.517 1.626 -1.2666
H 1.075 0.421 2.527 0.7144
H -1.679 -0.209 4.655 0.2865
H -0.484 1.049 4.449 0.4146
H -0.093 -0.729 4.398 0.2710
H -1.639 -0.815 0.345 0.5568
H -1.354 0.666 -0.164 -0.4940
C 2.339 -1.695 -2.717 -0.9821
C 3.601 -0.916 -3.039 0.7596
C 4.695 -1.074 -2.015 -1.0686
O 4.303 -0.556 -0.781 -0.1011
C 5.251 -0.754 0.301 -0.7636
N 3.951 -1.418 -4.354 -0.8295
H 2.000 -1.657 -1.682 0.1182
H 2.451 -2.759 -2.926 0.7372
H 1.487 -1.322 -3.286 0.0126
H 3.172 0.086 -3.072 0.3426
H 5.602 -0.607 -2.398 0.3882
H 5.026 -2.112 -1.981 0.4484
H 5.534 -1.805 0.238 0.3641
H 4.580 -0.469 1.111 0.1645
H 6.042 -0.006 0.241 0.2648
H 4.703 -2.072 -4.187 0.3085
H 3.275 -2.070 -4.724 0.3287
C -3.965 0.340 -2.513 -1.5393
C -3.684 1.406 -1.262 0.8405
C -4.995 2.103 -0.809 -1.1985
O -4.814 3.271 0.035 -0.3666
C -3.772 4.268 -0.136 -0.1877
N -3.066 0.606 -0.277 -0.8503
H -3.058 -0.166 -2.844 0.3779
H -4.520 0.849 -3.301 0.4370
H -4.578 -0.526 -2.267 0.3682
H -2.922 2.146 -1.505 0.0141
H -5.731 1.355 -0.514 0.3784
H -5.483 2.474 -1.710 0.5089
H -3.929 5.015 0.642 0.2664
H -3.946 4.742 -1.102 0.4096
H -2.791 3.873 0.129 -0.7943
H -2.216 0.174 -0.610 0.7093
H -2.823 1.248 0.464 0.3403
C 0.603 3.084 0.094 -1.3584
C -0.751 3.841 0.394 1.1701
C -1.635 3.154 1.535 -2.0728
O -1.879 1.783 1.252 1.2899
C -2.716 1.075 2.102 -1.5317
N -0.471 5.201 0.909 -0.7547
H 1.117 3.430 -0.803 0.5821
H 0.241 2.090 -0.171 -0.2608
H 1.296 2.971 0.927 0.2388
H -1.303 4.104 -0.509 0.3018
H -2.548 3.749 1.514 0.4653
H -0.938 3.136 2.373 0.5170
H -2.548 -0.001 2.078 0.4771
H -3.742 1.219 1.762 0.3815
H -2.687 1.282 3.172 0.3036
H 0.056 5.187 1.770 0.2939
H 0.273 5.400 0.256 0.3767

---

[2]
99
Properties=species:S:1:pos:R:3:mulliken_charge:R:1 method="wB97M-V/def2-TZVPD" spin_multiplicity=1 e_lumo_ev=-0.480 total_charge=-1 homo_energy_ev=-2.18 total_energy_ha=-3151.4430
N -6.809 3.607 3.824 -0.5393
H -6.892 3.006 3.016 0.3774
H -5.874 3.988 3.830 0.3716
H -6.939 3.064 4.666 0.3891
H -7.421 4.410 3.843 0.3785
N 0.170 5.625 6.720 -0.5177
H -0.545 5.564 6.009 0.3606
H 1.071 5.404 6.322 0.3729
H -0.046 4.866 7.350 0.3852
H 0.198 6.514 7.198 0.3734
N 5.353 4.100 0.490 -0.9090
H 4.923 4.039 1.401 0.4110
H 5.940 4.918 0.416 0.4596
H 4.521 4.267 -0.058 0.4126
H 5.834 3.273 0.165 0.4704
N -0.382 1.254 1.643 -0.5387
H -0.061 1.961 0.997 0.3559
H -0.909 1.794 2.315 0.3516
H 0.447 0.771 1.958 0.3994
H -1.020 0.672 1.120 0.3783
N -1.801 3.930 -4.906 -0.5348
H -1.186 4.149 -4.135 0.4064
H -2.077 4.771 -5.393 0.4039
H -2.615 3.457 -4.540 0.3792
H -1.316 3.347 -5.572 0.2687
C 4.894 -1.317 6.270 -0.4595
C 4.324 -0.334 5.389 0.4602
C 4.356 1.163 6.038 0.4628
O 3.917 2.087 5.368 -0.7845
C 4.765 1.341 7.398 -0.7265
C 5.344 0.305 8.100 0.4314
C 5.370 -1.107 7.522 0.3256
O 5.568 -2.181 8.197 -0.7429
O 5.530 0.525 9.346 -0.7431
O 3.934 -0.540 4.220 -0.8064
H 4.779 -2.321 5.890 0.3583
H 4.651 2.313 7.857 0.3813
O 0.111 5.501 -0.413 -0.9403
C -0.449 6.703 0.197 -0.4485
C -1.813 6.684 1.016 -0.3549
O -2.054 5.876 2.152 -0.9239
H -0.509 7.494 -0.550 0.2289
H 0.357 7.065 0.835 0.2081
H -2.627 6.576 0.299 0.2066
H -1.893 7.714 1.363 0.1889
Cl -6.125 0.759 -2.543 1.6548
O -6.807 0.383 -1.397 -0.6546
O -6.227 2.181 -2.609 -0.6844
O -4.771 0.340 -2.492 -0.6594
O -6.736 0.203 -3.712 -0.6569
Cl -2.886 0.756 8.706 1.6195
O -2.479 0.368 7.425 -0.6256
O -3.802 1.825 8.483 -0.7010
O -3.425 -0.246 9.564 -0.6242
O -1.763 1.376 9.373 -0.6677
C 2.885 -7.610 1.164 -1.3123
C 1.605 -6.764 0.989 -0.5023
N 0.459 -7.552 0.525 0.0526
C -0.610 -6.648 -0.037 -0.6787
C -1.525 -5.983 1.014 -1.0168
C 0.126 -8.697 1.383 -0.3973
C -0.927 -9.566 0.822 -1.4461
H 3.114 -8.096 0.215 0.3153
H 2.746 -8.348 1.955 0.3299
H 3.720 -6.930 1.336 0.4166
H 1.361 -6.242 1.915 0.3559
H 1.848 -5.992 0.258 0.3884
H -0.129 -5.902 -0.670 0.3936
H -1.239 -7.290 -0.654 0.3438
H -2.479 -5.658 0.598 0.3774
H -1.766 -6.708 1.791 0.2516
H -1.038 -5.115 1.460 0.3059
H -0.066 -8.316 2.386 0.4409
H 1.009 -9.322 1.512 0.3291
H -1.941 -9.166 0.803 0.2846
H -0.917 -10.430 1.486 0.4301
H -0.577 -9.777 -0.188 0.3381
C 0.921 -0.793 -5.857 -1.2422
C 1.301 -0.181 -7.229 -0.5663
N 0.297 0.704 -7.798 0.3444
C 0.854 1.467 -8.873 -0.4868
C 1.981 2.382 -8.475 -1.3817
C -0.883 -0.118 -8.288 -0.4427
C -1.942 0.521 -9.186 -1.4049
H 0.979 -0.023 -5.087 0.2555
H 1.686 -1.541 -5.647 0.3813
H -0.076 -1.231 -5.871 0.3314
H 2.262 0.306 -7.063 0.3421
H 1.523 -0.997 -7.917 0.4184
H 1.114 0.778 -9.677 0.3296
H 0.010 2.060 -9.224 0.3871
H 2.059 3.271 -9.101 0.4003
H 1.875 2.785 -7.468 0.3117
H 2.950 1.897 -8.596 0.3410
H -1.468 -0.536 -7.469 0.3363
H -0.600 -0.998 -8.866 0.3355
H -1.646 0.492 -10.234 0.3154
H -2.039 1.588 -8.987 0.3323
H -2.918 0.039 -9.123 0.3741

---

[3]
96
Properties=species:S:1:pos:R:3:mulliken_charge:R:1 method="wB97M-V/def2-TZVPD" spin_multiplicity=1 e_lumo_ev=2.336 e_above_lowest_kj_mol=0.00 total_charge=-1 homo_energy_ev=-7.21 total_energy_ha=-2644.0410
Cl 0.358 -1.336 -0.100 1.5714
O 0.713 -0.092 -0.759 -0.5136
O -0.065 -1.052 1.265 -0.5935
O -0.767 -1.917 -0.777 -0.7392
O 1.441 -2.297 -0.159 -0.6692
C -8.415 -5.165 0.584 -0.7085
O -8.934 -4.142 1.403 -0.3681
C -8.643 -4.230 2.786 -0.6604
C -8.256 -2.853 3.266 -0.7086
N -6.977 -2.439 2.684 -0.1401
C -6.572 -1.111 3.226 -0.7391
C -5.719 -0.331 2.222 -0.5683
O -4.352 -0.674 2.296 -0.4270
C -3.915 -1.898 1.761 -0.8465
H -9.024 -6.062 0.722 0.2976
H -7.355 -5.344 0.782 0.3188
H -8.454 -4.864 -0.462 0.2424
H -7.760 -4.850 2.990 0.3248
H -9.505 -4.713 3.253 0.4301
H -8.197 -2.758 4.351 0.4275
H -9.003 -2.118 2.928 0.4106
H -7.095 -2.271 1.690 0.1670
H -5.934 -1.357 4.076 0.3382
H -7.441 -0.524 3.541 0.4509
H -5.708 0.717 2.514 0.3367
H -6.030 -0.441 1.176 0.3728
H -4.319 -2.759 2.303 0.3307
H -2.833 -1.910 1.654 0.3432
H -4.351 -2.027 0.754 0.3829
C 4.282 9.674 -3.317 -0.6730
O 4.111 9.048 -2.056 -0.4075
C 4.336 7.642 -2.128 -0.6207
C 3.104 6.867 -2.676 -0.3685
N 1.850 7.338 -2.090 -0.3537
C 1.484 6.609 -0.881 -0.6646
C 1.022 5.178 -1.141 -0.4032
O 2.155 4.324 -1.036 -0.3153
C 2.101 3.197 -1.885 -0.8681
H 4.207 10.760 -3.311 0.2722
H 3.493 9.345 -4.002 0.2751
H 5.265 9.393 -3.706 0.2935
H 4.532 7.355 -1.089 0.2707
H 5.290 7.497 -2.649 0.4627
H 3.326 5.807 -2.588 0.0134
H 3.125 7.150 -3.736 0.3782
H 2.131 8.290 -1.853 0.3285
H 0.571 7.036 -0.447 0.4365
H 2.258 6.646 -0.108 0.2924
H 0.499 5.124 -2.100 0.4493
H 0.316 4.924 -0.342 0.2016
H 2.180 3.521 -2.928 0.4259
H 1.363 2.435 -1.622 0.4749
H 3.038 2.634 -1.756 0.0372
O -2.656 0.749 0.284 -0.6459
H -1.917 0.319 -0.165 0.3219
H -3.203 0.007 0.568 0.3029
C 3.842 -1.106 -2.303 0.0635
C 4.308 -0.423 -1.027 0.0494
O 5.664 -0.711 -0.659 -0.5131
O 4.768 -0.841 -3.369 -0.5834
H 2.873 -0.659 -2.526 0.1796
H 3.761 -2.189 -2.172 0.0467
H 3.555 -0.597 -0.247 0.0176
H 4.274 0.675 -1.106 0.1066
H 6.063 0.142 -0.500 0.3299
H 5.596 -0.647 -2.905 0.3325
C 0.836 -5.834 -0.314 -0.3084
C -0.664 -6.139 -0.410 -0.3983
O -1.015 -6.481 -1.743 -0.5386
O 1.249 -4.885 -1.267 -0.5589
H 1.352 -6.785 -0.413 0.3735
H 1.017 -5.426 0.687 0.2828
H -1.392 -5.419 -0.027 0.2068
H -0.803 -7.049 0.185 0.3194
H -0.587 -5.859 -2.343 0.3474
H 0.864 -4.023 -1.046 0.2966
C 5.990 -5.575 0.827 -0.5710
C 5.290 -4.968 -0.389 -0.2068
O 4.062 -4.439 0.098 -0.3709
O 5.660 -6.967 0.917 -0.5488
H 5.678 -5.040 1.724 0.2599
H 7.074 -5.470 0.793 0.3517
H 5.177 -5.680 -1.211 0.3238
H 5.835 -4.103 -0.803 0.2527
H 3.452 -4.247 -0.628 0.1548
H 4.845 -7.018 1.423 0.3165
C 0.448 3.728 2.175 -0.6865
C 0.819 2.404 1.562 0.3845
O 2.230 2.242 1.499 -0.6303
O -0.951 3.933 2.198 -0.5559
H 0.931 4.573 1.671 0.1487
H 0.855 3.695 3.188 0.3654
H 0.346 2.248 0.589 -0.0378
H 0.447 1.678 2.291 0.3393
H 2.393 1.399 1.064 0.3283
H -1.294 3.811 1.306 0.3506